Entry from the OMol25 dataset: a cluster of 3 separate species, C2H10N2O3 in total at a distorted geometry (wB97M-V/def2-TZVPD).

SMILES	NCNC=O.O.O
E_tot	-417.400208	a.u.
charge	0
HOMO-LUMO gap	8.85	eV
relative energy (zero: lowest compared OMol25 entry of this formula, charge and spin)	46.0	kcal per mole
HOMO	-8.6	eV

Element x y z (Å)
N: -2.415 -1.666 -1.728
C: -1.420 -1.376 -0.764
N: -0.281 -0.452 -1.207
C: -0.645 0.680 -1.913
O: -1.759 1.072 -2.185
H: -2.197 -1.621 -2.708
H: -3.353 -1.472 -1.513
H: -0.922 -2.272 -0.388
H: -1.935 -0.833 0.039
H: 0.093 -0.203 -0.297
H: 0.225 1.289 -2.222
O: 2.599 2.824 3.105
H: 3.226 2.171 2.793
H: 3.187 3.487 3.448
O: 1.636 -0.547 1.564
H: 1.961 -1.318 2.012
H: 1.999 0.235 1.963

Here are the Löwdin charges for atoms 1 to 8, given in e:
1 N 0.010
2 C -0.271
3 N 0.017
4 C -0.368
5 O 0.024
6 H 0.077
7 H 0.056
8 H 0.101

Entry from the OMol25 dataset: an isolated molecule of C3H6N2S3 at a distorted geometry (wB97M-V/def2-TZVPD).

SMILES	[H]/N=C(\NS)C(=S)SC
E_tot	-1421.934746	a.u.
charge	0
HOMO-LUMO gap	7.71	eV
relative energy (zero: lowest compared OMol25 entry of this formula, charge and spin)	40.0	kcal per mole
HOMO	-8.7	eV

Element x y z (Å)
H: 1.480 -0.953 -1.026
N: 0.864 -0.171 -0.731
C: -0.271 -0.613 -0.371
N: -0.569 -1.915 -0.031
S: 0.436 -3.330 -0.290
C: -1.351 0.390 -0.107
S: -2.903 -0.023 0.196
S: -0.941 2.079 -0.398
C: 0.736 2.386 0.295
H: -1.515 -2.116 0.264
H: 0.911 -3.253 0.988
H: 0.986 3.377 -0.076
H: 0.740 2.445 1.397
H: 1.397 1.696 -0.111

Here are the Löwdin charges for atoms 1 to 8, given in e:
1 H 0.049
2 N 0.093
3 C -0.608
4 N -0.387
5 S 0.754
6 C -1.045
7 S 0.702
8 S 0.852

Entry from the OMol25 dataset: a structure of composition C3H7AgO3 at a distorted geometry (wB97M-V/def2-TZVPD).

multiplicity	3
E_tot	-490.909677	a.u.
charge	0
HOMO-LUMO gap (alpha / beta)	7.66 / 6.21	eV
relative energy (zero: lowest compared OMol25 entry of this formula, charge and spin)	36.3	kcal per mole
HOMO (alpha / beta)	-7.2 / -9.1	eV

Element x y z (Å)
C: 0.334 -2.471 -0.682
O: -0.913 -1.970 -0.834
H: 0.400 -3.525 -0.371
H: 1.054 -2.204 -1.473
H: 1.254 -0.810 0.313
O: -2.029 1.574 -0.459
C: -0.884 1.900 0.169
O: -0.306 0.616 0.587
C: 1.074 0.475 0.785
Ag: -1.857 -0.368 -0.447
H: -1.019 2.461 1.115
H: -0.134 2.413 -0.467
H: 1.678 0.979 0.021
H: 1.348 0.933 1.745

Here are the Löwdin charges for atoms 1 to 8, given in e:
1 C -0.195
2 O -0.390
3 H 0.053
4 H 0.055
5 H 0.154
6 O -0.301
7 C -0.395
8 O -0.354

Entry from the OMol25 dataset: a cluster of 2 separate species, C2H3ClN2 in total at a distorted geometry (wB97M-V/def2-TZVPD).

E_tot	-647.477069	a.u.
charge	0
HOMO-LUMO gap (alpha / beta)	7.71 / 7.72	eV
relative energy (zero: lowest compared OMol25 entry of this formula, charge and spin)	153.6	kcal per mole
HOMO (alpha / beta)	-8.0 / -8.0	eV

Element x y z (Å)
C: -0.883 0.481 0.484
C: 1.259 1.223 0.311
N: -0.545 -1.775 -0.110
N: -0.909 -0.647 0.130
Cl: 2.129 -0.180 -0.045
H: -1.476 1.240 0.913
H: 1.163 1.786 -0.644
H: -0.738 -2.128 -1.039

What are the Löwdin partial charges on each atom? They are as follows, in elementary charge units:
1 C 0.023
2 C -0.517
3 N 0.092
4 N -0.203
5 Cl 0.508
6 H 0.080
7 H -0.060
8 H 0.077

Entry from the OMol25 dataset: an isolated molecule of C4H11NS at a distorted geometry (wB97M-V/def2-TZVPD).

SMILES	CCSCNC
E_tot	-611.867663	a.u.
charge	0
HOMO-LUMO gap	8.94	eV
relative energy (zero: lowest compared OMol25 entry of this formula, charge and spin)	46.7	kcal per mole
HOMO	-8.0	eV

Element x y z (Å)
C: -0.175 2.269 -0.240
C: 0.613 1.868 1.021
S: 0.259 0.314 1.743
C: 0.731 -1.151 0.681
N: -0.251 -1.268 -0.351
C: -0.827 -2.405 -0.995
H: -0.773 1.512 -0.742
H: 0.440 2.552 -1.102
H: -0.983 3.119 -0.048
H: 0.389 2.594 1.815
H: 1.655 2.089 0.732
H: 0.797 -2.001 1.392
H: 1.883 -0.921 0.230
H: -0.550 -0.347 -0.737
H: -0.282 -3.356 -0.897
H: -1.168 -2.236 -2.057
H: -1.758 -2.631 -0.446

Here are the Löwdin charges for atoms 1 to 8, given in e:
1 C -0.177
2 C -0.620
3 S 0.831
4 C -0.500
5 N -0.229
6 C -0.151
7 H 0.026
8 H 0.062

Entry from the OMol25 dataset: a cluster of 2 separate species, C3H13N2 in total (wB97M-V/def2-TZVPD).

E_tot	-231.381098	a.u.
charge	+1
HOMO-LUMO gap	11.61	eV
relative energy (zero: lowest compared OMol25 entry of this formula, charge and spin)	9.6	kcal per mole
HOMO	-14.9	eV

Element x y z (Å)
N: -0.193 3.149 1.570
H: 0.378 3.206 2.407
H: 0.282 3.721 0.877
H: -1.051 3.653 1.779
C: -0.443 -0.918 0.083
C: 0.638 -1.083 -0.962
C: 0.447 -2.352 -1.785
N: -0.379 0.458 0.674
H: -1.442 -1.032 -0.317
H: -0.336 -1.613 0.913
H: 1.611 -1.109 -0.466
H: 0.628 -0.210 -1.620
H: 0.535 -3.239 -1.159
H: -0.533 -2.373 -2.253
H: 1.207 -2.397 -2.557
H: 0.554 0.687 1.020
H: -0.601 1.175 -0.020
H: -1.026 0.614 1.450

Here are the Löwdin charges for atoms 1 to 8, given in e:
1 N 0.020
2 H 0.036
3 H 0.038
4 H 0.039
5 C -0.166
6 C -0.248
7 C -0.084
8 N 0.150

Entry from the OMol25 dataset: a structure of composition C50H55BrCrN3O5SSeSiTe at a distorted geometry (wB97M-V/def2-TZVPD).

multiplicity	6
E_tot	-9454.569674	a.u.
charge	-2
HOMO-LUMO gap (alpha / beta)	4.35 / 5.90	eV
relative energy (zero: lowest compared OMol25 entry of this formula, charge and spin)	2.0	kcal per mole
HOMO (alpha / beta)	-0.4 / -2.7	eV

Element x y z (Å)
Cr: 1.152 0.902 -0.847
Br: 2.687 3.845 -2.311
C: 1.959 3.910 -0.538
C: 2.041 5.090 0.134
C: 1.560 5.113 1.491
C: 1.125 3.942 2.052
C: 1.103 2.762 1.306
N: 1.455 2.767 -0.053
C: 0.804 1.458 1.888
O: 0.532 1.304 3.077
O: 0.822 0.446 1.029
H: 2.451 5.964 -0.348
H: 1.589 6.034 2.061
H: 0.799 3.877 3.083
Se: 2.368 -3.325 -3.449
C: 2.789 -5.121 -3.430
N: 3.053 -6.252 -3.409
C: -3.656 0.755 0.063
C: -3.183 2.214 0.181
C: -4.392 3.147 0.038
C: -2.548 2.383 1.570
Si: -1.900 2.481 -1.198
O: -0.729 1.411 -1.083
C: -2.900 2.285 -2.815
C: -3.042 1.026 -3.403
C: -3.705 0.845 -4.611
C: -4.276 1.935 -5.256
C: -4.192 3.194 -4.672
C: -3.511 3.362 -3.470
C: -1.311 4.279 -1.305
C: -1.448 5.244 -0.303
C: -0.979 6.543 -0.470
C: -0.349 6.910 -1.651
C: -0.183 5.966 -2.658
C: -0.659 4.674 -2.482
H: -4.354 0.520 0.877
H: -2.810 0.062 0.127
H: -4.173 0.574 -0.887
H: -5.138 2.922 0.814
H: -4.876 3.030 -0.937
H: -4.110 4.200 0.143
H: -3.249 2.049 2.348
H: -2.278 3.418 1.789
H: -1.637 1.790 1.664
H: -2.623 0.168 -2.892
H: -3.773 -0.144 -5.050
H: -4.789 1.805 -6.202
H: -4.649 4.049 -5.159
H: -3.442 4.357 -3.042
H: -1.937 4.992 0.628
H: -1.100 7.265 0.330
H: 0.029 7.918 -1.779
H: 0.332 6.231 -3.575
H: -0.514 3.949 -3.279
C: 0.180 0.588 -6.168
C: 1.456 0.206 -5.430
S: 1.391 -0.354 -3.706
O: 1.236 0.994 -2.955
C: -0.265 -1.084 -3.779
C: -0.814 -1.673 -2.486
H: 0.444 0.962 -7.159
H: -0.366 1.377 -5.645
H: -0.490 -0.259 -6.305
H: 2.111 1.076 -5.339
H: 2.000 -0.587 -5.947
H: -0.169 -1.857 -4.545
H: -0.896 -0.271 -4.131
H: -0.190 -2.489 -2.127
H: -1.818 -2.057 -2.687
H: -0.891 -0.918 -1.702
C: 0.698 -1.341 7.900
C: 0.531 -1.590 6.422
C: -0.533 -1.056 5.720
C: -0.678 -1.236 4.343
C: -1.857 -0.574 3.676
C: 0.284 -1.978 3.655
Te: 0.169 -2.279 1.556
N: 1.853 -1.177 -1.242
C: 2.989 -0.756 -0.814
O: 3.068 0.541 -0.628
C: 4.192 -1.572 -0.475
C: 5.398 -0.919 -0.255
C: 6.528 -1.649 0.094
C: 6.448 -3.029 0.239
C: 5.235 -3.678 0.043
C: 4.109 -2.947 -0.313
C: -0.635 -4.257 1.905
C: -1.645 -4.412 2.856
C: -2.197 -5.656 3.135
C: -1.751 -6.776 2.444
C: -0.761 -6.631 1.482
C: -0.193 -5.387 1.200
C: 0.913 -5.285 0.179
C: 1.362 -2.555 4.352
C: 2.405 -3.411 3.676
C: 1.462 -2.353 5.724
H: -0.121 -0.734 8.290
H: 1.632 -0.810 8.100
H: 0.725 -2.278 8.462
H: -1.275 -0.461 6.247
H: -1.601 0.469 3.468
H: -2.732 -0.599 4.330
H: -2.106 -1.040 2.725
H: 5.433 0.157 -0.357
H: 7.471 -1.141 0.255
H: 7.331 -3.598 0.509
H: 5.160 -4.753 0.160
H: 3.157 -3.430 -0.478
H: -2.001 -3.545 3.403
H: -2.973 -5.746 3.888
H: -2.169 -7.754 2.652
H: -0.406 -7.500 0.938
H: 1.152 -6.253 -0.260
H: 1.811 -4.889 0.659
H: 0.659 -4.605 -0.639
H: 2.864 -2.892 2.834
H: 1.956 -4.328 3.281
H: 3.187 -3.687 4.385
H: 2.298 -2.795 6.260

Here are the Löwdin charges for atoms 1 to 8, given in e:
1 Cr 0.824
2 Br 0.777
3 C -0.706
4 C -0.168
5 C -0.114
6 C -0.043
7 C -0.191
8 N -0.040

Entry from the OMol25 dataset: the ion C4H9N2S with charge +1 at a distorted geometry (wB97M-V/def2-TZVPD).

E_tot	-665.155966	a.u.
charge	+1
HOMO-LUMO gap (alpha / beta)	8.31 / 8.31	eV
relative energy (zero: lowest compared OMol25 entry of this formula, charge and spin)	85.6	kcal per mole
HOMO (alpha / beta)	-13.0 / -13.0	eV

Element x y z (Å)
C: -0.888 0.404 -0.816
C: -0.502 0.732 1.645
C: 0.412 -1.400 0.195
C: 1.839 -0.985 0.004
N: -0.917 1.242 0.204
N: -1.177 0.601 -2.020
S: -0.619 -1.073 1.574
H: 0.507 1.037 1.954
H: -1.153 1.116 2.372
H: 0.183 -2.381 -0.304
H: 2.349 -1.205 0.956
H: 1.732 0.058 -0.145
H: 2.155 -1.578 -0.748
H: -1.455 2.069 0.134
H: -0.835 -0.126 -2.678
H: -1.631 1.489 -2.327

Here are the Löwdin charges for atoms 1 to 8, given in e:
1 C -0.254
2 C -0.348
3 C -0.369
4 C -0.085
5 N 0.017
6 N 0.152
7 S 0.946
8 H 0.092

Entry from the OMol25 dataset: an isolated molecule of C4H9NOS at a distorted geometry (wB97M-V/def2-TZVPD).

SMILES	CC(=O)NCCS
E_tot	-685.999674	a.u.
charge	0
HOMO-LUMO gap	10.00	eV
relative energy (zero: lowest compared OMol25 entry of this formula, charge and spin)	12.1	kcal per mole
HOMO	-9.3	eV

Element x y z (Å)
C: -2.418 -0.221 1.329
C: -1.522 0.240 0.211
O: -1.939 0.558 -0.890
N: -0.178 0.283 0.511
C: 0.860 0.474 -0.525
C: 1.768 -0.695 -0.670
S: 3.250 -0.267 -1.688
H: -1.958 -0.791 2.129
H: -3.182 -0.807 0.813
H: -2.943 0.617 1.788
H: 0.105 -0.033 1.416
H: 1.392 1.387 -0.243
H: 0.237 0.714 -1.388
H: 2.124 -0.985 0.317
H: 1.381 -1.535 -1.232
H: 3.021 1.062 -1.877

Here are the Löwdin charges for atoms 1 to 8, given in e:
1 C -0.004
2 C -0.536
3 O 0.043
4 N 0.045
5 C -0.274
6 C -0.532
7 S 0.674
8 H 0.072

Entry from the OMol25 dataset: an isolated molecule of C10H12ClP at a distorted geometry (wB97M-V/def2-TZVPD).

SMILES	Cc1cpc(Cl)c2c1CCCC2
E_tot	-1189.730859	a.u.
charge	0
HOMO-LUMO gap	8.67	eV
relative energy (zero: lowest compared OMol25 entry of this formula, charge and spin)	13.3	kcal per mole
HOMO	-8.5	eV

Element x y z (Å)
C: -0.868 -2.846 -0.066
C: 0.252 -1.819 -0.027
C: 1.467 -2.297 0.088
P: 3.051 -1.453 0.191
C: 2.424 0.152 -0.042
Cl: 3.677 1.462 -0.151
C: 1.110 0.577 -0.194
C: 0.115 -0.394 -0.280
C: -1.289 0.166 -0.450
C: -1.727 1.442 0.429
C: -0.437 2.227 0.658
C: 0.668 2.084 -0.341
H: -1.191 -3.030 -1.128
H: -1.636 -2.333 0.504
H: -0.713 -3.765 0.496
H: 1.603 -3.351 0.076
H: -1.427 0.304 -1.519
H: -2.076 -0.542 -0.110
H: -2.454 2.003 -0.227
H: -2.189 0.994 1.224
H: 0.121 1.989 1.641
H: -0.592 3.285 0.637
H: 1.621 2.712 -0.051
H: 0.489 2.432 -1.361

Here are the Löwdin charges for atoms 1 to 8, given in e:
1 C -0.046
2 C -0.315
3 C -0.354
4 P 0.960
5 C -0.844
6 Cl 0.524
7 C -0.279
8 C -0.132

Entry from the OMol25 dataset: an isolated molecule of C4H3BrCl2O2S2 at a distorted geometry (wB97M-V/def2-TZVPD).

SMILES	O=S(=O)(Cl)C1=C(Br)C[C@H](Cl)S1
E_tot	-4595.409457	a.u.
charge	0
HOMO-LUMO gap	9.02	eV
relative energy (zero: lowest compared OMol25 entry of this formula, charge and spin)	3.5	kcal per mole
HOMO	-9.3	eV

Element x y z (Å)
O: 2.624 0.140 -1.251
S: 2.497 0.093 0.169
O: 3.080 -0.884 1.013
Cl: 3.029 1.962 0.946
C: 0.692 0.126 0.372
C: -0.114 -0.914 0.275
Br: 0.584 -2.652 0.144
C: -1.591 -0.698 0.000
C: -1.803 0.821 -0.302
Cl: -1.858 1.221 -1.995
S: -0.373 1.731 0.457
H: -1.816 -1.219 -0.802
H: -2.286 -1.001 0.828
H: -2.664 1.273 0.145

Here are the Löwdin charges for atoms 1 to 8, given in e:
1 O -0.309
2 S 0.321
3 O -0.343
4 Cl 0.356
5 C -0.574
6 C -0.762
7 Br 0.844
8 C -0.244

Entry from the OMol25 dataset: a cluster of 2 separate species, C10H16 in total at a distorted geometry (wB97M-V/def2-TZVPD).

SMILES	Cc1ccccc1.CCC
E_tot	-390.572459	a.u.
charge	0
HOMO-LUMO gap	9.91	eV
relative energy (zero: lowest compared OMol25 entry of this formula, charge and spin)	39.8	kcal per mole
HOMO	-9.0	eV

Element x y z (Å)
C: -1.321 -1.850 -1.936
C: -0.229 -1.326 -1.204
C: 0.547 -0.163 -1.589
C: 1.634 0.366 -0.954
C: 1.980 -0.217 0.297
C: 1.400 -1.368 0.686
C: 0.347 -1.973 -0.089
H: -1.139 -2.983 -1.982
H: -1.438 -1.525 -2.971
H: -2.354 -1.704 -1.437
H: 0.331 0.356 -2.536
H: 2.037 1.346 -1.259
H: 2.667 0.109 1.076
H: 1.684 -1.954 1.549
H: -0.148 -2.890 0.091
C: -2.325 1.603 1.131
C: -0.852 1.834 0.948
C: 0.007 2.150 2.098
H: -2.674 2.202 1.972
H: -2.644 0.626 1.320
H: -2.811 1.957 0.194
H: -0.390 0.863 0.349
H: -0.831 2.620 0.133
H: -0.290 1.461 2.912
H: 1.071 2.054 1.844
H: -0.203 3.129 2.427

Here are the Löwdin charges for atoms 1 to 8, given in e:
1 C -0.089
2 C -0.318
3 C -0.081
4 C -0.102
5 C -0.133
6 C -0.095
7 C -0.021
8 H 0.110